Arrangement 1

Below is an isolated molecule of C2H3N3O, with properties calculated with ωB97M-V/def2-TZVPD.

Last column: natural (NBO) charge in e.
Element x y z (Å)
O 2.046 -0.037 0.031  -0.660
C 0.688 -0.215 -0.141  0.368
C -0.221 0.802 -0.152  -0.176
N -1.493 0.263 -0.090  -0.316
N -1.276 -1.036 0.014  -0.060
N 0.032 -1.369 -0.077  -0.287
H 2.459 -0.873 -0.077  0.489
H 0.056 1.745 0.165  0.215
H -2.290 0.721 0.327  0.427

The calculation puts the LUMO energy at 0.874 eV. The structure (SMILES) is Oc1c[nH]nn1.

=====

Arrangement 2

Below is an isolated molecule of C2H3N3O, with properties calculated with ωB97M-V/def2-TZVPD.

Last column: natural (NBO) charge in e.
Element x y z (Å)
O -0.047 -1.804 0.227  -0.677
C -0.340 -0.754 -0.770  0.423
N -1.095 -0.069 0.175  -0.426
C -0.314 0.889 0.528  0.145
N 0.766 0.934 -0.308  -0.348
N 0.769 -0.081 -1.172  -0.219
H -0.865 -2.289 0.344  0.482
H -0.414 1.518 1.399  0.207
H 1.503 1.617 -0.298  0.413

The calculation puts the LUMO energy (alpha / beta) at -0.432 / -0.429 eV. The structure (SMILES) is Oc1nc[nH]n1.

=====

Most favorable first, least favorable last: arrangement 1, arrangement 2